{
  "formula": "C15H24CuN4O5",
  "method": "the ωB97M-V functional and the def2-TZVPD basis",
  "species": ["O", "H", "Cu", "N", "N", "O", "O", "C", "C", "C", "C", "H", "H", "H", "H", "H", "H", "H", "H", "O", "H", "H", "C", "H", "H", "H", "O", "H", "H", "C", "C", "C", "C", "N", "C", "C", "C", "C", "C", "C", "N", "H", "H", "H", "H", "H", "H", "H", "H"],
  "xyz": [[1.88, 2.78, -2.25], [2.73, 3.10, -2.04], [0.47, 0.44, -0.05], [-0.77, -0.91, -0.69], [1.14, -0.11, -2.07], [-1.72, -1.53, 0.14], [2.21, 0.20, -2.72], [-0.85, -1.28, -1.97], [0.26, -0.89, -2.75], [-2.00, -2.08, -2.48], [0.50, -1.25, -4.16], [-2.96, -1.58, -2.29], [-2.03, -3.07, -2.02], [-1.91, -2.22, -3.57], [1.58, -1.27, -4.37], [0.04, -0.54, -4.87], [0.08, -2.23, -4.37], [-2.05, -0.79, 0.73], [2.07, 1.87, -2.29], [0.36, -2.66, 1.56], [-0.52, -2.44, 1.13], [0.38, -3.62, 1.65], [0.46, 2.12, -0.34], [1.61, 2.11, -0.16], [0.06, 1.78, -1.34], [0.15, 3.12, -0.23], [-0.94, 5.25, 0.00], [-1.84, 5.40, -0.41], [-1.16, 5.55, 0.92], [-1.88, 1.10, 3.35], [-1.04, 0.71, 4.39], [0.25, 0.26, 4.10], [0.65, 0.14, 2.76], [-0.23, 0.42, 1.78], [-1.43, 0.98, 2.03], [1.98, -0.26, 2.31], [3.04, -0.59, 3.17], [4.27, -0.96, 2.63], [4.43, -0.96, 1.24], [3.34, -0.60, 0.44], [2.16, -0.28, 0.97], [-2.88, 1.50, 3.50], [-1.39, 0.77, 5.42], [0.97, 0.00, 4.88], [-2.00, 1.35, 1.18], [2.86, -0.56, 4.24], [5.10, -1.25, 3.28], [5.37, -1.21, 0.76], [3.42, -0.57, -0.65]],
  "e_homo_ev": [-6.2, -6.7],
  "charge": 0,
  "s2": 0.762,
  "gap_ha": [0.21836, 0.23374],
  "lumo_ev": [-0.31, -0.37],
  "spin_multiplicity": 2,
  "e_tot_ha": -2821.43329,
  "de_lowest_kj_mol": 162.3
}